{
  "formula": "C40H41BCdFN13O9",
  "method": "wB97M-V/def2-TZVPD",
  "homo_ev": [-10.208, -10.207],
  "spin_multiplicity": 2,
  "lumo_ha": [-0.1273, -0.1529],
  "orbital_gap_ha": [0.2479, 0.2222],
  "mol_weight_g_mol": 990.07,
  "charge": 1,
  "max_force_ha_per_bohr": 0.0095,
  "elements": ["Cd", "C", "C", "C", "C", "N", "N", "B", "N", "C", "C", "C", "C", "N", "N", "C", "C", "C", "C", "N", "N", "C", "C", "C", "C", "N", "H", "H", "H", "H", "H", "H", "H", "H", "H", "H", "H", "H", "H", "H", "H", "H", "H", "H", "H", "H", "F", "C", "C", "C", "C", "O", "C", "C", "N", "C", "C", "C", "C", "C", "C", "N", "C", "C", "N", "C", "C", "C", "O", "O", "H", "H", "H", "H", "H", "H", "H", "H", "H", "H", "H", "H", "H", "H", "H", "H", "H", "H", "O", "C", "O", "C", "C", "C", "C", "C", "C", "N", "O", "O", "N", "O", "O", "H", "H", "H"],
  "coordinates": [[-1.573421, 1.248173, -0.652738], [-3.596033, -0.277399, 2.043222], [-4.280397, -0.026227, 0.741434], [-5.566570, -0.377467, 0.321208], [-5.651298, 0.078599, -0.977234], [-4.488591, 0.671283, -1.302752], [-3.648575, 0.599738, -0.242970], [-4.149368, 1.362339, -2.673005], [-3.000293, 0.592987, -3.391752], [-2.937257, -0.006129, -4.592202], [-1.655389, -0.482092, -4.777473], [-0.967878, -0.128807, -3.612924], [0.451548, -0.391404, -3.229803], [-1.783917, 0.522577, -2.792927], [-3.661598, 2.825574, -2.448323], [-4.012491, 3.963333, -3.076781], [-3.240510, 4.992400, -2.586868], [-2.394413, 4.388729, -1.647612], [-1.322435, 5.003930, -0.809493], [-2.652645, 3.089328, -1.582766], [-5.446784, 1.370162, -3.468408], [-6.534807, 2.148412, -3.236979], [-7.598462, 1.602297, -3.905840], [-7.075342, 0.446611, -4.523507], [-7.784601, -0.545233, -5.388416], [-5.792106, 0.306596, -4.241239], [-4.322474, -0.392505, 2.845718], [-2.927389, 0.547945, 2.291733], [-3.001448, -1.193683, 1.994969], [-6.326496, -0.890707, 0.884151], [-6.462520, 0.018867, -1.682993], [-3.809759, -0.064034, -5.215915], [-1.273175, -1.006474, -5.635984], [1.078555, -0.476485, -4.116110], [0.534502, -1.323805, -2.666338], [0.837948, 0.418162, -2.607864], [-4.763217, 3.968128, -3.847031], [-3.273131, 6.028382, -2.876060], [-1.110339, 6.016398, -1.147886], [-0.401940, 4.421189, -0.875666], [-1.621472, 5.045058, 0.238814], [-6.490876, 3.003304, -2.583847], [-8.606377, 1.978202, -3.949968], [-8.823197, -0.253535, -5.534162], [-7.767375, -1.536997, -4.936117], [-7.309481, -0.618519, -6.366553], [3.988698, 0.183269, 0.269983], [3.271139, -0.939298, 0.520122], [1.925945, -0.924472, 0.305162], [1.184389, -2.078400, 0.558570], [-0.248638, -2.076392, 0.249936], [-0.805753, -1.082009, -0.203076], [-0.895258, -3.347988, 0.402805], [-0.229274, -4.413642, 0.923570], [1.069166, -4.379349, 1.288498], [1.706987, -5.579917, 1.786665], [0.975444, -6.411453, 2.791822], [2.169902, -5.609080, 3.213935], [1.818324, -3.223946, 1.054538], [3.206705, -3.212436, 1.242192], [3.951806, -2.075401, 0.968654], [5.355429, -2.108783, 1.135097], [6.258168, -1.471741, 0.199818], [6.818124, -0.143534, 0.697103], [7.379883, -0.325643, 2.085443], [6.378922, -0.940270, 3.031098], [5.916390, -2.272158, 2.456094], [-2.299404, -3.555355, -0.021749], [-2.918735, -4.590878, 0.116405], [-2.897272, -2.535914, -0.584199], [1.427396, -0.024413, -0.041701], [-0.744089, -5.358276, 1.043586], [2.306163, -6.092048, 1.043283], [1.070406, -7.483525, 2.705368], [0.007363, -6.066756, 3.127086], [3.093861, -6.124969, 3.434489], [1.977888, -4.724737, 3.806725], [3.725814, -4.103932, 1.562050], [5.759759, -1.302844, -0.752267], [7.091275, -2.160021, 0.005539], [6.049188, 0.618229, 0.779607], [7.622005, 0.226608, 0.063175], [7.674958, 0.585653, 2.443715], [8.209915, -0.920795, 2.045519], [5.550759, -0.237209, 3.109548], [6.860312, -1.044850, 4.002065], [5.177325, -2.704969, 3.127479], [6.765760, -2.966938, 2.416935], [-0.878118, 2.317499, 1.420259], [0.289040, 2.280740, 0.992305], [0.618118, 1.817395, -0.137405], [1.398079, 2.779156, 1.882604], [2.715109, 2.714590, 1.454286], [3.714499, 3.098062, 2.330759], [3.460759, 3.567679, 3.605398], [2.135101, 3.638745, 3.983729], [1.099466, 3.247834, 3.156156], [1.825777, 4.123942, 5.347775], [0.659355, 4.210002, 5.653818], [2.767170, 4.408153, 6.058893], [5.113098, 2.929907, 1.916028], [5.962074, 2.924923, 2.799201], [5.348949, 2.762128, 0.741159], [2.945728, 2.351043, 0.463546], [4.250841, 3.856982, 4.280554], [0.071100, 3.304606, 3.483510]],
  "atomic_forces_ev_per_a": [[-0.04, 0.23, -0.12], [0.02, -0.02, -0.01], [0.01, 0.00, 0.01], [-0.01, -0.01, -0.02], [-0.01, -0.01, 0.01], [0.00, 0.03, -0.02], [0.00, -0.03, -0.01], [-0.01, -0.02, 0.02], [-0.04, -0.06, 0.01], [0.06, 0.00, -0.04], [-0.01, 0.01, 0.00], [0.00, 0.03, -0.01], [-0.01, -0.01, 0.01], [-0.01, -0.08, 0.05], [0.01, -0.02, 0.07], [0.01, -0.05, -0.07], [0.03, 0.00, -0.02], [0.03, 0.00, -0.07], [-0.01, 0.00, 0.02], [-0.05, 0.03, 0.14], [0.02, 0.00, -0.04], [-0.02, -0.02, 0.05], [0.01, 0.02, 0.00], [0.01, -0.01, 0.00], [0.00, 0.00, 0.00], [-0.05, 0.02, -0.02], [0.00, 0.01, 0.00], [0.00, 0.00, 0.00], [-0.02, 0.00, 0.00], [0.00, 0.00, 0.00], [0.00, 0.00, 0.00], [0.00, 0.00, 0.01], [0.00, 0.00, 0.00], [0.00, 0.01, -0.01], [0.01, 0.00, 0.00], [0.00, -0.01, 0.01], [-0.04, -0.02, 0.02], [0.00, 0.00, 0.00], [0.00, 0.00, 0.01], [0.00, 0.00, 0.00], [0.00, 0.00, 0.00], [0.04, 0.03, -0.01], [0.00, 0.00, 0.00], [0.00, 0.00, 0.00], [0.00, 0.00, 0.00], [0.00, 0.00, 0.00], [0.00, -0.03, 0.03], [0.00, -0.06, -0.11], [-0.03, -0.03, -0.02], [0.11, -0.03, 0.21], [0.19, -0.26, -0.37], [-0.37, 0.23, 0.09], [-0.04, 0.06, 0.10], [0.14, 0.05, -0.06], [-0.11, 0.02, -0.01], [-0.01, 0.02, 0.01], [0.00, -0.01, -0.01], [0.01, 0.02, 0.00], [0.10, -0.03, -0.01], [-0.03, 0.03, 0.03], [0.04, -0.14, 0.03], [-0.03, 0.06, 0.05], [0.05, 0.01, -0.01], [-0.09, -0.02, 0.02], [-0.05, 0.05, 0.06], [0.03, 0.05, -0.02], [0.00, -0.03, -0.03], [-0.08, -0.05, 0.13], [0.04, 0.02, -0.03], [0.03, 0.04, -0.02], [0.05, -0.04, -0.03], [0.01, 0.00, 0.01], [0.00, 0.00, 0.00], [0.00, 0.00, 0.00], [0.00, 0.00, 0.00], [0.00, 0.00, 0.00], [0.01, 0.00, 0.00], [0.00, -0.02, 0.01], [0.00, 0.01, 0.02], [0.00, -0.01, -0.01], [0.08, -0.01, -0.04], [0.01, -0.01, 0.01], [-0.02, 0.03, -0.01], [0.01, 0.02, 0.02], [0.01, 0.05, 0.00], [0.01, -0.01, 0.00], [0.00, 0.00, 0.00], [0.00, 0.00, 0.01], [0.06, -0.08, -0.02], [-0.04, 0.04, 0.13], [-0.04, 0.07, -0.12], [0.00, -0.01, 0.03], [-0.02, 0.03, -0.06], [0.01, 0.01, -0.01], [-0.03, -0.05, 0.04], [0.03, -0.03, 0.00], [-0.01, 0.06, -0.03], [0.03, 0.14, -0.01], [-0.02, -0.05, 0.00], [0.00, -0.05, -0.01], [-0.06, 0.09, 0.42], [0.01, -0.22, -0.23], [0.08, -0.02, -0.17], [-0.02, 0.04, 0.03], [0.00, 0.01, 0.00], [0.00, -0.03, 0.02]]
}

---

{
  "formula": "BrH3O3Si",
  "method": "wB97M-V/def2-TZVPD",
  "homo_ev": -10.961,
  "lumo_ha": 0.0124,
  "orbital_gap_ha": 0.4152,
  "mol_weight_g_mol": 159.01,
  "max_force_ha_per_bohr": 0.1023,
  "elements": ["O", "Si", "O", "O", "Br", "H", "H", "H"],
  "coordinates": [[-1.492638, 0.013465, -0.639180], [0.076624, -0.046419, 0.023395], [0.834350, 0.989534, -0.938088], [0.105013, 0.385074, 1.572510], [1.183171, -1.848543, -0.179812], [-2.196282, 0.054944, -0.088961], [0.934920, 0.645892, -1.860444], [0.554843, -0.193947, 2.110580]],
  "atomic_forces_ev_per_a": [[4.97, -0.70, -1.57], [-2.76, 1.33, -1.31], [0.92, 0.29, -1.62], [-1.72, 2.06, -1.44], [0.50, -1.82, -0.10], [-3.43, 0.03, 2.72], [-0.07, 0.68, 1.18], [1.60, -1.87, 2.12]]
}

---

{
  "formula": "C37H27GaN2O4P2Te",
  "method": "wB97M-V/def2-TZVPD",
  "homo_ev": -7.704,
  "lumo_ha": -0.0142,
  "orbital_gap_ha": 0.2690,
  "mol_weight_g_mol": 822.90,
  "max_force_ha_per_bohr": 0.0145,
  "elements": ["Ga", "O", "C", "O", "C", "C", "C", "C", "C", "N", "C", "O", "O", "H", "H", "H", "Te", "C", "C", "C", "N", "C", "C", "C", "P", "C", "C", "C", "C", "C", "C", "C", "C", "C", "C", "C", "C", "P", "C", "C", "C", "C", "C", "C", "C", "C", "C", "C", "C", "C", "H", "H", "H", "H", "H", "H", "H", "H", "H", "H", "H", "H", "H", "H", "H", "H", "H", "H", "H", "H", "H", "H", "H", "H"],
  "coordinates": [[-0.141812, -0.184835, -0.192986], [0.394801, 0.798802, 3.756404], [0.286506, 0.277344, 2.667704], [-0.161566, 0.802999, 1.576460], [0.691688, -1.177663, 2.465307], [1.281533, -2.040084, 3.369629], [1.557837, -3.336997, 2.944588], [1.216692, -3.747193, 1.658635], [0.617061, -2.823048, 0.823098], [0.402784, -1.590220, 1.244719], [0.113183, -3.019881, -0.603257], [0.100495, -4.121408, -1.100317], [-0.290809, -1.912322, -1.154610], [1.516126, -1.685438, 4.363234], [2.030392, -4.033812, 3.624268], [1.417355, -4.745405, 1.296784], [0.656671, 4.076688, -2.870214], [0.148374, 5.686067, -1.534811], [-1.179622, 6.014154, -1.309712], [-1.480094, 6.973276, -0.352118], [-0.557993, 7.601324, 0.368828], [0.716019, 7.311088, 0.123263], [1.119593, 6.379063, -0.823854], [0.344552, 2.486842, -1.499987], [-1.225230, 1.845976, -1.113284], [-2.366553, 2.199987, -2.482365], [-2.008394, 1.678377, -3.725121], [-2.713560, 2.033253, -4.860811], [-3.788556, 2.906738, -4.757350], [-4.166898, 3.402943, -3.519386], [-3.461183, 3.048840, -2.377886], [-1.982716, 2.596239, 0.360388], [-3.199994, 2.094766, 0.817111], [-3.699035, 2.500228, 2.044451], [-2.986461, 3.409376, 2.813805], [-1.770906, 3.902999, 2.364409], [-1.262583, 3.485528, 1.146129], [1.606449, 1.335159, -1.145660], [2.767189, 1.420052, -2.544559], [2.279783, 1.028246, -3.791567], [3.032681, 1.247242, -4.932134], [4.277952, 1.854471, -4.829653], [4.778409, 2.214146, -3.588020], [4.028928, 1.992383, -2.441237], [2.594628, 1.859010, 0.299144], [2.760573, 3.215474, 0.559842], [3.355809, 3.632984, 1.739145], [3.793966, 2.695001, 2.663502], [3.648310, 1.341437, 2.402383], [3.052299, 0.924723, 1.222294], [-1.972104, 5.529140, -1.863231], [-2.509807, 7.244383, -0.143291], [1.446646, 7.852847, 0.715622], [2.174514, 6.205127, -0.995398], [-1.167743, 0.996370, -3.786582], [-2.422221, 1.641607, -5.826595], [-4.336886, 3.196801, -5.644271], [-5.009092, 4.078257, -3.440123], [-3.754673, 3.435910, -1.410090], [-3.738472, 1.367349, 0.217014], [-4.629908, 2.087065, 2.411999], [-3.368180, 3.711030, 3.780772], [-1.201839, 4.594102, 2.972189], [-0.281939, 3.808069, 0.820915], [1.304876, 0.557851, -3.856549], [2.647988, 0.956997, -5.901190], [4.860686, 2.046313, -5.721331], [5.750869, 2.682314, -3.507270], [4.412944, 2.275028, -1.469770], [2.405547, 3.934429, -0.166822], [3.458834, 4.691621, 1.943261], [4.248168, 3.020739, 3.590111], [3.977851, 0.609277, 3.128645], [2.943728, -0.133247, 1.004809]],
  "atomic_forces_ev_per_a": [[0.39, -0.17, 0.20], [0.04, -0.06, -0.05], [0.08, -0.05, 0.05], [-0.09, 0.12, -0.19], [-0.06, 0.11, 0.07], [-0.02, 0.02, 0.02], [-0.06, 0.09, -0.02], [0.00, -0.09, -0.07], [-0.03, -0.01, -0.12], [0.05, 0.09, -0.32], [0.10, -0.12, 0.07], [0.07, 0.04, 0.03], [-0.19, 0.66, -0.15], [-0.01, -0.03, 0.01], [0.02, -0.01, -0.02], [-0.06, -0.01, 0.02], [-0.22, 0.09, 0.70], [0.16, -0.29, -0.24], [-0.06, -0.01, -0.01], [0.02, -0.02, 0.00], [-0.01, 0.11, 0.10], [-0.03, 0.02, -0.06], [0.05, -0.02, 0.05], [-0.10, -0.15, -0.65], [0.31, 0.07, 0.40], [0.12, -0.35, -0.02], [-0.10, -0.03, 0.05], [0.01, -0.02, 0.00], [-0.03, 0.01, 0.00], [-0.04, 0.04, -0.02], [0.05, -0.02, 0.08], [-0.05, -0.11, -0.10], [0.07, 0.06, -0.04], [-0.07, -0.07, -0.04], [0.03, 0.02, 0.07], [-0.03, 0.05, 0.00], [-0.03, 0.04, -0.13], [-0.18, 0.41, 0.55], [-0.13, -0.34, 0.03], [0.07, -0.02, 0.03], [-0.03, 0.00, -0.02], [0.04, 0.02, -0.01], [0.03, 0.01, 0.02], [-0.05, -0.09, 0.04], [-0.05, -0.02, -0.06], [-0.04, -0.07, 0.01], [0.01, 0.04, -0.03], [0.03, 0.03, 0.03], [0.04, -0.09, 0.02], [0.09, 0.04, -0.20], [-0.04, -0.05, 0.01], [-0.01, -0.04, -0.04], [0.03, -0.03, -0.04], [-0.01, -0.06, 0.04], [0.03, 0.05, -0.07], [-0.01, -0.02, 0.01], [0.00, 0.00, 0.00], [-0.01, -0.01, 0.00], [0.02, 0.06, -0.04], [-0.05, 0.00, 0.06], [-0.02, 0.04, -0.02], [-0.01, 0.02, -0.01], [-0.01, -0.01, 0.02], [0.03, 0.06, -0.05], [-0.01, 0.04, -0.05], [0.00, -0.02, 0.01], [0.00, -0.02, 0.00], [0.01, -0.01, -0.02], [0.02, 0.05, -0.03], [-0.07, 0.09, 0.03], [0.04, -0.01, 0.00], [-0.03, -0.01, 0.01], [0.02, 0.01, -0.01], [-0.03, -0.03, 0.09]]
}

---

{
  "formula": "C5H11NO",
  "method": "wB97M-V/def2-TZVPD",
  "homo_ev": -8.758,
  "lumo_ha": 0.0284,
  "orbital_gap_ha": 0.3502,
  "mol_weight_g_mol": 101.15,
  "max_force_ha_per_bohr": 0.0891,
  "elements": ["C", "C", "C", "C", "O", "N", "C", "H", "H", "H", "H", "H", "H", "H", "H", "H", "H", "H"],
  "coordinates": [[-0.189784, -0.605657, -2.444800], [0.660131, -0.684650, -1.093975], [-0.258425, -0.263089, 0.120192], [-0.407798, 1.267502, 0.177199], [-0.247019, 2.070127, -0.663666], [0.365720, -0.909174, 1.203856], [0.125805, -0.485808, 2.582455], [0.638731, -0.510660, -3.179407], [-0.753195, -1.550211, -2.627018], [-0.792077, 0.268668, -2.370711], [1.181897, -1.737494, -0.918110], [1.393018, 0.130725, -1.362064], [-1.386102, -0.652212, -0.130302], [-0.802881, 1.534435, 1.243174], [0.349475, -1.991888, 1.281571], [0.081748, 0.643700, 2.741413], [-0.959001, -0.712884, 2.859680], [0.884924, -0.988763, 3.297696]],
  "atomic_forces_ev_per_a": [[2.23, -2.10, 0.87], [-0.93, -0.05, -1.53], [-0.31, -1.74, -3.34], [-1.06, -1.94, 4.01], [0.42, 0.95, -1.56], [0.99, -1.79, 3.37], [-1.35, 0.71, 1.15], [-1.15, 0.05, -0.24], [0.15, 0.88, 0.04], [-0.54, 0.54, -0.41], [-1.13, 2.42, -0.39], [-0.19, -1.01, 1.30], [2.01, 0.91, 0.63], [0.36, 0.28, -1.40], [-0.21, 2.69, -1.23], [0.95, -1.46, -0.34], [1.18, -0.29, 0.26], [-1.43, 0.95, -1.18]]
}